# 1
15
Properties=species:S:1:pos:R:3:forces:R:3:mulliken_charge:R:1 method="wB97M-V/def2-TZVPD" homo_lumo_gap_ev=10.81 e_lumo_ev=0.8 largest_force_ev_per_a=2.249 homo_ev=-9.96 smiles="NC=O.O.O.O"
C 0.33796 -2.39674 0.52944 -0.132 2.140 0.680 0.1027
N 0.47636 -2.45344 -0.79719 0.679 -1.038 -0.731 -0.2646
O -0.25944 -1.46008 1.05068 0.150 -0.276 0.344 -0.6007
H 0.89232 -3.06887 1.19787 -0.186 -0.750 -0.575 0.3318
H 0.94687 -3.22584 -1.23954 0.076 0.053 0.165 0.2002
H 0.30018 -1.63941 -1.37252 -0.583 0.133 0.278 0.2244
H -0.01319 1.35427 2.62508 -0.216 0.847 -0.002 0.3119
H 0.54153 0.53577 1.60344 0.016 0.205 -0.911 0.3129
O 0.34250 1.48241 1.73438 0.172 -1.268 1.062 -0.6700
H -1.77903 0.48390 -1.82414 -0.048 -0.424 -0.383 0.3090
H -0.67752 0.95033 -0.99607 0.509 -0.232 -0.432 0.3444
O -0.84599 0.28128 -1.69004 -0.360 0.483 0.540 -0.5993
H -0.19585 3.74041 -0.64602 -0.044 0.170 -0.171 0.3035
H 0.12370 2.62719 0.37034 -0.281 -0.088 -0.480 0.3769
O -0.19041 2.78881 -0.54570 0.250 0.047 0.616 -0.6832

=====

# 2
11
Properties=species:S:1:pos:R:3:forces:R:3:mulliken_charge:R:1 method="wB97M-V/def2-TZVPD" homo_lumo_gap_ev=9.96 e_lumo_ev=0.7 largest_force_ev_per_a=3.518 homo_ev=-9.29 smiles="Cc1n[nH]oc1=O"
C -0.56746 -0.04022 0.24127 -3.458 -0.476 -0.436 0.4181
C -1.92318 0.73346 0.05025 2.385 -0.028 -0.577 0.6127
C 0.77159 0.60909 0.10669 -1.406 -1.486 2.751 -0.9118
N -0.86280 -1.28587 0.11293 -1.082 -1.104 -0.212 -0.4716
N -2.22890 -1.47766 0.07376 0.811 1.008 1.005 -0.0020
O -2.04521 1.91178 -0.18467 -0.622 -1.048 0.638 -0.5615
O -2.89021 -0.23124 -0.02268 0.328 0.316 -0.064 -0.2260
H 0.44152 1.60747 0.14730 0.728 1.698 -0.514 0.3043
H 1.06572 0.18460 -0.79022 1.415 0.098 -1.964 0.2905
H 1.46290 0.34616 0.93542 -0.460 0.256 -0.578 0.2736
H -2.80178 -2.23061 -0.34258 1.362 0.766 -0.048 0.2737

=====

# 3
27
Properties=species:S:1:pos:R:3:forces:R:3:mulliken_charge:R:1 method="wB97M-V/def2-TZVPD" homo_lumo_gap_ev=6.36 e_lumo_ev=-1.3 largest_force_ev_per_a=4.823 homo_ev=-7.62
Cl -1.63130 2.41980 2.67056 0.546 0.786 0.040 -0.2450
P -1.28104 0.43609 2.40113 -0.808 -1.644 0.160 -0.1115
C -0.48408 0.09056 0.95312 1.027 3.299 2.842 0.5919
C -2.25618 -2.48387 -1.76186 0.137 1.109 -0.870 -0.3426
C -0.97108 -1.94749 -2.04352 -0.709 -2.010 -0.144 -0.8768
C -2.95714 -2.14691 -0.60369 -0.666 -1.916 -1.266 -0.6720
C -0.28508 -1.22470 -1.10664 -1.501 0.138 1.939 -0.2145
C -2.28475 -1.43338 0.29757 2.037 2.027 0.747 -0.7480
C -0.98043 -0.85827 0.09596 -1.365 -3.768 -2.683 0.8013
C 0.92775 1.76943 -1.08246 -3.469 -0.671 0.223 -1.1876
C 1.58010 2.24051 1.79775 1.480 -0.388 0.060 -1.1252
C 2.57258 -0.16398 0.43930 -0.178 -0.649 0.022 -0.9853
Si 1.11345 0.96388 0.58031 -0.206 0.913 -1.806 0.3829
H -2.77949 -3.02855 -2.52402 0.048 -0.307 -0.345 0.3722
H -0.46157 -2.31266 -2.93831 -0.201 0.329 0.130 0.3268
H -3.99838 -2.49596 -0.39374 1.119 0.246 -0.352 0.3340
H 0.74903 -0.98510 -1.16176 0.425 0.226 -0.593 0.4172
H -2.76610 -1.16745 1.19188 -0.728 0.505 1.048 0.3151
H 0.24551 2.64385 -1.02762 0.408 -0.308 0.111 0.2789
H 1.80984 2.06717 -1.51930 2.086 0.598 -1.121 0.4546
H 0.36630 1.04623 -1.72809 0.713 0.707 0.155 0.3780
H 1.97537 1.58667 2.58296 0.003 0.725 0.611 0.2867
H 0.75093 2.80681 2.08916 -1.169 0.607 0.847 0.2892
H 2.32368 3.00358 1.50697 0.016 -0.765 -0.162 0.3198
H 3.23753 0.53029 -0.05247 0.541 -0.045 -0.594 0.3039
H 2.98132 -0.21241 1.44232 0.169 -0.782 0.219 0.3142
H 2.50321 -1.14414 -0.10550 0.244 1.039 0.781 0.3417

=====

# 4
11
Properties=species:S:1:pos:R:3:forces:R:3:mulliken_charge:R:1 method="wB97M-V/def2-TZVPD" homo_lumo_gap_ev=10.98 e_lumo_ev=1.0 largest_force_ev_per_a=0.479 homo_ev=-10.02 smiles=C#CCCO
O -1.67391 -0.92718 0.94892 0.186 -0.117 0.235 -0.5253
C -1.04698 -0.51270 -0.24578 0.067 0.087 -0.394 -0.4421
C -0.19321 0.76766 -0.06920 -0.048 0.048 -0.014 -0.5327
C 1.24972 0.51282 -0.09700 0.461 -0.123 -0.040 -0.4378
C 2.42572 0.27036 -0.19305 -0.435 0.086 0.085 0.0813
H -0.99372 -1.26284 1.54505 -0.114 0.015 -0.026 0.2991
H -0.42592 -1.31342 -0.67102 -0.122 0.137 0.071 0.3378
H -1.86045 -0.31699 -0.94857 0.087 0.011 0.103 0.2671
H -0.42357 1.49366 -0.85736 0.006 -0.128 0.072 0.2650
H -0.49055 1.23558 0.87675 0.091 -0.052 -0.130 0.2900
H 3.47006 0.06569 -0.27760 -0.179 0.036 0.039 0.3975

=====

# 5
54
Properties=species:S:1:pos:R:3:forces:R:3:mulliken_charge:R:1 method="wB97M-V/def2-TZVPD" homo_lumo_gap_ev=8.60 e_lumo_ev=-1.1 largest_force_ev_per_a=0.299 homo_ev=-9.73 smiles="CC(C)CC1=CC(=O)C=CC1=O.CO.CO.CO.CO.CO"
C -0.91356 -1.52831 -1.17822 0.024 -0.017 0.086 -1.7375
C -0.93116 -0.12486 -1.77525 -0.047 0.023 -0.052 0.9334
C 0.46201 0.53798 -1.73620 -0.243 -0.086 -0.001 -1.1132
C -1.94082 0.80601 -1.07212 -0.080 0.193 -0.038 -1.2732
C -3.32918 0.25682 -0.99417 -0.074 0.007 -0.161 0.4878
C -3.79283 -0.55741 -0.04448 -0.050 0.012 0.013 -0.0671
C -5.19283 -1.03940 -0.08112 -0.006 0.029 -0.056 -0.1472
O -5.78908 -1.37580 0.92097 0.067 -0.224 0.073 -0.5560
C -5.85239 -1.07408 -1.41746 0.064 -0.045 0.010 -0.3367
C -5.42396 -0.25345 -2.36869 0.087 -0.022 0.047 -0.5609
C -4.30285 0.68248 -2.06332 0.032 0.043 -0.044 0.3544
O -4.20715 1.75391 -2.62011 0.089 -0.231 -0.091 -0.5458
H -0.85784 -1.48826 -0.08617 0.097 0.005 -0.008 0.3129
H -1.80427 -2.10144 -1.43834 -0.009 0.001 0.002 0.3922
H -0.04033 -2.07601 -1.53463 -0.040 -0.032 -0.020 0.4891
H -1.24882 -0.21659 -2.81925 0.003 0.004 0.001 0.3239
H 1.19225 -0.11089 -1.25510 0.051 0.066 -0.025 0.2983
H 0.42172 1.47409 -1.17959 0.138 0.011 -0.035 0.1992
H 0.82064 0.74896 -2.74370 0.068 0.021 0.027 0.2398
H -1.56798 1.06264 -0.07760 0.003 -0.153 0.035 0.4278
H -1.98767 1.73346 -1.64604 0.033 0.062 0.081 0.4586
H -3.18407 -0.87031 0.79549 -0.092 0.091 0.086 0.4409
H -6.68086 -1.75967 -1.54423 -0.083 0.100 0.059 0.4766
H -5.87133 -0.19708 -3.35243 -0.058 0.130 0.030 0.4348
C -9.00778 -0.77985 1.62445 0.128 -0.078 0.013 -0.4897
O -8.42084 -1.87991 2.29411 0.036 0.012 -0.052 -0.5314
H -10.03171 -0.68956 1.98178 -0.007 0.027 -0.019 0.2667
H -8.47326 0.15177 1.83374 -0.051 0.037 0.017 0.2135
H -9.02287 -0.92949 0.53980 -0.065 0.017 -0.014 0.1893
H -7.51177 -1.94753 1.97738 -0.007 0.005 0.011 0.4136
C 4.36307 0.03783 -2.90333 -0.067 -0.003 0.007 -0.6337
O 3.76301 -0.16197 -1.63526 0.143 -0.107 0.046 -0.4235
H 3.77775 0.80132 -3.41233 0.013 0.000 -0.019 0.2380
H 5.39542 0.39256 -2.82247 0.001 0.011 0.002 0.2677
H 4.35308 -0.87097 -3.51147 -0.005 -0.004 -0.002 0.2827
H 4.26453 -0.83493 -1.15967 -0.021 0.022 0.065 0.2557
C 1.19363 3.71647 1.50077 0.021 -0.041 -0.023 -0.5976
O 0.21829 3.12277 0.65620 -0.075 0.039 0.033 -0.4212
H 2.03022 3.02239 1.54424 0.010 0.013 0.009 0.2030
H 1.55312 4.66891 1.10292 0.001 0.001 -0.007 0.2775
H 0.81630 3.87287 2.51476 -0.005 -0.006 0.003 0.2576
H -0.53534 3.71621 0.59197 0.006 0.004 -0.008 0.2701
C 6.58226 -0.08171 0.32744 -0.038 -0.005 -0.096 -0.2919
O 6.06179 -1.37457 0.58618 -0.115 0.080 -0.021 -0.4958
H 6.33868 0.14395 -0.70865 0.057 0.117 0.015 -0.0162
H 6.12082 0.68473 0.95728 -0.005 0.000 0.006 0.2365
H 7.66848 -0.03291 0.44367 0.003 -0.072 0.043 0.3039
H 6.25877 -1.60457 1.50189 0.220 -0.132 -0.035 0.3308
C 7.69239 -1.19862 4.43065 0.087 -0.053 -0.044 -0.5767
O 6.77195 -1.77353 3.50713 -0.203 0.195 -0.099 -0.5283
H 8.57643 -1.83117 4.42390 0.007 0.012 0.011 0.2234
H 7.98300 -0.18661 4.13944 -0.008 0.002 -0.011 0.2662
H 7.28344 -1.17910 5.44264 -0.005 -0.012 0.000 0.2679
H 5.95947 -1.25757 3.54258 -0.032 -0.071 0.151 0.3097

=====

# 6
42
Properties=species:S:1:pos:R:3:forces:R:3:lowdin_spin:R:1 method="wB97M-V/def2-TZVPD" homo_lumo_gap_ev="8.26 / 1.85" e_lumo_ev="-4.5 / -10.9" largest_force_ev_per_a=7.144 total_charge=+1 homo_ev="-12.72 / -12.72" spin_multiplicity=2
C 0.82927 -0.56562 -1.54498 -0.573 -0.089 -0.574 0.0006
C -0.62365 -0.57913 -1.17677 3.889 0.237 -0.514 0.0002
N -1.72322 -0.56842 -0.91688 -2.066 0.117 0.680 0.0002
H 1.09887 -1.51649 -2.00461 -0.057 -0.032 -0.068 0.0001
H 1.57616 -0.37967 -0.77318 -0.593 -0.078 0.530 0.0003
H 1.00539 0.21074 -2.28953 -0.238 -0.054 -0.134 0.0000
C -4.72840 -1.66114 -1.15059 0.869 -0.393 -0.266 0.0001
C -5.45113 -1.27706 -2.38087 -1.901 0.931 -1.485 0.0003
N -6.06242 -0.90858 -3.31623 1.906 -1.148 2.590 0.0008
H -3.66166 -1.61546 -1.36986 -0.109 0.233 -0.028 0.0000
H -4.85429 -2.68903 -0.81045 -0.635 -0.073 -0.427 0.0000
H -4.88529 -1.04365 -0.26617 -0.388 0.325 -0.417 0.0001
C -3.80883 2.10930 0.49761 -0.649 -0.380 -0.122 0.0018
C -4.75012 2.80947 -0.40397 0.091 -0.064 0.010 0.0039
N -5.47866 3.37522 -1.09619 0.494 -0.352 0.446 0.0095
H -2.82416 1.99042 0.04553 0.028 0.487 0.132 0.0004
H -4.11984 1.08158 0.68514 -0.349 -0.026 -0.257 0.0010
H -3.83242 2.56302 1.48841 0.391 0.313 -0.201 0.0001
C 5.57068 -2.62382 -3.95418 -0.089 -0.054 0.036 0.0000
C 4.17116 -2.66644 -3.58440 4.842 0.307 -0.870 0.0000
N 3.09407 -2.70961 -3.32248 -5.345 -0.084 1.419 0.0000
H 5.87982 -3.66211 -4.07449 0.285 0.194 -0.396 0.0000
H 6.18742 -2.16846 -3.17934 -0.159 0.024 -0.017 0.0000
H 5.61675 -2.02215 -4.86191 0.431 -0.320 -0.102 0.0000
C -0.89745 -2.84079 1.79595 0.302 -0.177 1.129 0.0000
C -1.83178 -2.39877 2.87679 -0.274 0.062 -0.884 0.0000
N -2.57584 -1.99153 3.65903 0.659 -0.295 -0.445 0.0000
H -0.98645 -2.31363 0.84607 -0.366 0.094 0.323 0.0000
H -0.91557 -3.91684 1.62311 -0.527 0.044 0.031 0.0000
H 0.09974 -2.69507 2.21128 0.207 0.233 -0.162 0.0000
C 3.18268 4.45903 2.54806 1.530 -1.170 2.363 0.0137
O 2.00711 4.10656 1.82005 -2.733 -1.284 -2.366 0.0246
C 1.61890 2.85190 1.52988 5.550 2.979 3.371 0.0440
O 0.57369 2.51832 0.97621 -1.162 -0.147 -0.626 0.7323
O 2.53825 1.96923 1.92335 -2.530 -0.331 -0.723 0.1504
C 2.15496 0.59034 2.26295 0.444 -1.566 0.438 0.0029
H 4.14166 4.46053 2.02994 -0.589 -0.110 -0.856 0.0014
H 3.30343 3.74218 3.36025 0.075 -0.424 -0.075 0.0041
H 3.11823 5.36972 3.14354 -1.025 0.410 -0.922 0.0025
H 1.15518 0.19629 2.08054 -0.293 1.041 -0.767 0.0017
H 2.22969 0.46004 3.34254 0.621 0.423 -0.016 0.0033
H 2.85821 -0.05023 1.73078 0.035 0.197 0.222 -0.0001

=====

What did the first record say?
15
Properties=species:S:1:pos:R:3:forces:R:3:mulliken_charge:R:1 method="wB97M-V/def2-TZVPD" homo_lumo_gap_ev=10.81 e_lumo_ev=0.8 largest_force_ev_per_a=2.249 homo_ev=-9.96 smiles="NC=O.O.O.O"
C 0.33796 -2.39674 0.52944 -0.132 2.140 0.680 0.1027
N 0.47636 -2.45344 -0.79719 0.679 -1.038 -0.731 -0.2646
O -0.25944 -1.46008 1.05068 0.150 -0.276 0.344 -0.6007
H 0.89232 -3.06887 1.19787 -0.186 -0.750 -0.575 0.3318
H 0.94687 -3.22584 -1.23954 0.076 0.053 0.165 0.2002
H 0.30018 -1.63941 -1.37252 -0.583 0.133 0.278 0.2244
H -0.01319 1.35427 2.62508 -0.216 0.847 -0.002 0.3119
H 0.54153 0.53577 1.60344 0.016 0.205 -0.911 0.3129
O 0.34250 1.48241 1.73438 0.172 -1.268 1.062 -0.6700
H -1.77903 0.48390 -1.82414 -0.048 -0.424 -0.383 0.3090
H -0.67752 0.95033 -0.99607 0.509 -0.232 -0.432 0.3444
O -0.84599 0.28128 -1.69004 -0.360 0.483 0.540 -0.5993
H -0.19585 3.74041 -0.64602 -0.044 0.170 -0.171 0.3035
H 0.12370 2.62719 0.37034 -0.281 -0.088 -0.480 0.3769
O -0.19041 2.78881 -0.54570 0.250 0.047 0.616 -0.6832